{
  "formula": "C29H45Br14F3O2",
  "method": "wB97M-V/def2-TZVPD",
  "symbols": ["C", "C", "C", "C", "C", "C", "C", "C", "C", "C", "C", "O", "C", "C", "O", "C", "C", "F", "F", "F", "H", "H", "H", "H", "H", "H", "H", "H", "H", "H", "H", "H", "H", "H", "H", "H", "H", "Br", "C", "C", "Br", "H", "H", "H", "H", "Br", "C", "C", "Br", "H", "H", "H", "H", "Br", "C", "C", "Br", "H", "H", "H", "H", "Br", "C", "C", "Br", "H", "H", "H", "H", "Br", "C", "C", "Br", "H", "H", "H", "H", "Br", "C", "C", "Br", "H", "H", "H", "H", "Br", "C", "C", "Br", "H", "H", "H", "H"],
  "coordinates": [[-5.134, -2.408, 1.714], [-4.296, -1.804, 1.083], [-3.317, -0.908, 0.325], [-1.931, -1.613, 0.267], [-0.993, -1.099, -0.858], [-0.218, 0.192, -0.534], [-0.659, 1.237, 0.298], [0.091, 2.417, 0.521], [1.337, 2.536, -0.116], [1.846, 1.502, -0.943], [1.064, 0.350, -1.133], [-3.842, -0.583, -0.961], [-4.234, 0.798, -0.957], [-4.834, 1.149, -2.347], [-4.679, 2.521, -2.706], [-5.700, 3.337, -2.158], [-5.052, 4.237, -1.063], [-3.787, 4.516, -1.448], [-5.056, 3.636, 0.149], [-5.671, 5.439, -0.941], [-5.840, -2.640, 2.503], [-3.294, 0.036, 0.910], [-2.144, -2.680, 0.031], [-1.419, -1.627, 1.248], [-1.528, -0.945, -1.815], [-0.224, -1.877, -1.055], [-1.625, 1.173, 0.814], [-0.349, 3.192, 1.164], [1.914, 3.456, 0.016], [2.828, 1.658, -1.407], [1.462, -0.455, -1.769], [-3.354, 1.462, -0.794], [-4.980, 0.982, -0.150], [-5.894, 0.810, -2.345], [-4.320, 0.558, -3.131], [-6.030, 4.038, -2.979], [-6.590, 2.782, -1.811], [2.950, 1.936, 1.815], [3.053, 2.700, 3.608], [2.967, 1.631, 4.665], [1.139, 1.000, 4.884], [2.259, 3.439, 3.682], [4.018, 3.204, 3.650], [3.249, 2.028, 5.639], [3.578, 0.759, 4.443], [5.767, 2.360, -0.860], [6.950, 1.150, -1.821], [6.526, 0.992, -3.257], [4.976, -0.178, -3.414], [6.958, 0.212, -1.272], [7.936, 1.608, -1.762], [7.309, 0.505, -3.836], [6.261, 1.933, -3.731], [-8.392, 4.440, -3.280], [-9.579, 4.258, -4.813], [-8.837, 3.755, -6.023], [-7.773, 5.164, -6.841], [-10.047, 5.226, -4.969], [-10.337, 3.539, -4.503], [-9.536, 3.440, -6.796], [-8.159, 2.936, -5.798], [9.075, -3.053, -2.985], [7.585, -3.336, -4.206], [8.003, -3.140, -5.640], [8.180, -1.251, -6.071], [6.790, -2.660, -3.898], [7.269, -4.364, -4.037], [7.237, -3.517, -6.316], [8.954, -3.609, -5.878], [-7.139, -1.294, -2.655], [-6.940, -2.558, -4.124], [-5.495, -2.913, -4.353], [-4.550, -1.486, -5.281], [-7.414, -2.111, -4.993], [-7.506, -3.438, -3.819], [-5.414, -3.780, -5.008], [-4.952, -3.106, -3.431], [1.964, -2.561, 4.009], [2.880, -3.642, 5.341], [2.755, -3.037, 6.715], [3.947, -1.512, 6.932], [3.911, -3.746, 5.013], [2.392, -4.615, 5.305], [3.066, -3.751, 7.477], [1.751, -2.687, 6.939], [6.047, -4.692, 9.047], [7.159, -3.093, 9.021], [7.293, -2.495, 10.397], [5.683, -1.529, 10.912], [6.717, -2.412, 8.298], [8.128, -3.428, 8.654], [8.088, -1.751, 10.415], [7.477, -3.237, 11.169]],
  "forces_ev_per_angstrom": [[0.369, 0.871, 0.457], [-0.020, 0.558, -0.295], [-0.598, -0.825, 1.035], [-0.183, -0.556, -1.086], [0.533, 0.482, 0.452], [0.980, 0.285, -0.201], [-0.001, 0.255, 0.161], [-0.176, -1.041, -1.034], [-0.976, 0.315, -1.085], [-1.150, 0.470, 0.392], [-0.012, 0.272, 0.182], [0.208, 0.521, 0.506], [-0.040, 0.550, -0.670], [0.174, -0.957, 0.152], [-1.124, -0.725, 0.640], [0.707, 1.407, -0.815], [-0.203, -0.111, -0.939], [-0.452, -0.172, 0.778], [0.321, 0.425, -0.342], [-0.057, -0.687, 0.157], [0.359, -0.316, -0.764], [0.270, -0.651, -0.134], [0.102, 0.604, 0.158], [-0.391, 0.303, -0.406], [-0.007, -0.190, 0.578], [-0.510, 0.381, 0.140], [0.434, -0.084, -0.274], [0.482, -0.310, -0.349], [-0.327, -0.378, -0.272], [-0.469, -0.360, 0.106], [-0.242, 0.344, 0.281], [-0.422, -0.434, -0.016], [0.412, -0.116, -0.399], [0.727, 0.730, -0.247], [-0.155, 0.323, 0.535], [0.578, -0.730, 1.016], [0.554, 0.201, 0.114], [1.033, -0.267, 1.742], [0.481, -0.221, -0.218], [-0.154, 0.100, 0.271], [0.002, 0.035, -0.014], [-0.017, -0.099, 0.035], [-0.026, -0.033, 0.103], [-0.009, 0.006, -0.037], [-0.044, 0.041, -0.057], [0.008, -0.088, 0.053], [0.030, 0.298, 0.072], [0.083, -0.275, -0.091], [-0.017, 0.061, -0.012], [-0.034, 0.003, -0.095], [-0.021, -0.032, -0.077], [-0.008, -0.010, 0.057], [-0.008, -0.011, 0.102], [-0.683, 0.237, -0.316], [-0.074, -0.150, 0.262], [-0.023, 0.172, -0.246], [0.042, -0.077, 0.055], [0.066, -0.039, -0.079], [0.036, -0.008, -0.055], [-0.027, 0.010, 0.070], [-0.048, 0.046, 0.070], [-0.074, 0.096, 0.007], [0.119, -0.203, 0.129], [-0.200, 0.140, -0.096], [0.100, -0.018, -0.045], [0.037, 0.011, -0.090], [0.019, 0.023, -0.061], [-0.011, 0.004, 0.067], [-0.028, 0.016, 0.095], [-0.284, -0.370, -0.156], [-0.124, -0.084, 0.276], [0.100, 0.019, -0.245], [0.007, -0.033, 0.060], [0.101, -0.014, 0.002], [0.070, -0.010, -0.026], [-0.065, 0.017, 0.027], [-0.090, 0.062, 0.009], [0.134, -0.032, -0.047], [-0.281, -0.043, -0.176], [0.245, -0.072, 0.178], [-0.050, 0.037, 0.004], [-0.018, 0.039, 0.099], [0.020, 0.027, 0.088], [0.035, 0.009, -0.049], [0.034, 0.008, -0.109], [-0.066, 0.088, -0.071], [0.116, -0.227, -0.027], [-0.083, 0.287, 0.007], [0.024, -0.084, 0.037], [-0.041, 0.003, 0.100], [-0.008, 0.022, 0.063], [-0.001, -0.049, -0.066], [-0.017, -0.024, -0.092]],
  "relative_energy_kcal_mol": 0.0,
  "e_homo_ev": -7.89,
  "homo_lumo_gap_ev": 8.274
}